[1]
{
  "formula": "C2H2Cl3NO2",
  "method": "ωB97M-V/def2-TZVPD",
  "species": ["C", "C", "N", "O", "O", "Cl", "Cl", "Cl", "H", "H"],
  "positions_angstrom": [[-0.271009, -0.666858, 0.742538], [-0.270379, 1.235854, -2.105512], [0.637289, -0.718952, 1.828173], [-1.084338, 0.353402, 0.852425], [-0.221513, -1.412806, -0.238872], [0.255263, -0.220744, -2.853580], [0.967612, 2.312428, -1.641806], [-1.542080, 1.205680, -1.090731], [0.447057, -0.420191, 2.731964], [1.082097, -1.667814, 1.775401]],
  "forces_ev_per_a": [[0.0745, 0.5372, -0.1331], [0.6411, -0.9310, 0.7643], [0.9398, -3.2762, -3.2079], [-0.1959, 0.1512, 0.6396], [0.3730, 0.4751, 1.3402], [-0.4485, 0.8763, -0.2471], [0.1497, 0.2446, -0.4294], [-0.2468, -0.3484, -0.6020], [-0.8702, 0.8275, 1.4478], [-0.4166, 1.4437, 0.4276]],
  "orbital_gap_ev": [6.84, 8.33],
  "e_tot_ha": -1663.10623,
  "relative_energy_ev": 3.3754,
  "molar_mass_g_mol": 178.40,
  "lumo_energy_ev": [-2.2, -1.6]
}

[2]
{
  "formula": "C2H2Cl3NO6",
  "method": "ωB97M-V/def2-TZVPD",
  "species": ["C", "C", "O", "Cl", "Cl", "O", "O", "O", "N", "O", "O", "Cl", "H", "H"],
  "positions_angstrom": [[0.575162, 0.073605, 0.701865], [1.975383, 0.005045, 0.047836], [2.822371, 0.916086, 0.676801], [2.628232, -1.682206, 0.223330], [1.813570, 0.318942, -1.746462], [-0.151838, -1.054205, 0.326293], [-1.380602, -0.950566, 1.230088], [-2.260685, -0.020235, 0.719725], [-3.707527, -0.668692, 0.917772], [-4.475305, -0.030813, 0.245989], [-3.684202, -1.578691, 1.684175], [-0.151700, 1.657984, 0.331371], [0.751768, 0.013507, 1.820266], [3.725675, 0.726389, 0.418322]],
  "forces_ev_per_a": [[1.2333, 0.0121, 1.7288], [0.6159, 0.0097, -0.3845], [-1.4955, -0.7357, -0.4311], [-0.1405, 0.5543, 0.0565], [0.2771, -0.1303, 0.7044], [-2.4641, 0.9458, 0.3374], [1.8847, -0.1953, -0.1436], [-1.1414, -0.6723, -0.0758], [1.0418, 0.5295, -0.9728], [0.8999, -1.6220, 1.7849], [-1.0453, 1.2435, -1.2459], [0.2582, -0.2001, 0.0844], [-0.2523, 0.3581, -1.2302], [0.3280, -0.0974, -0.2125]],
  "orbital_gap_ev": 10.34,
  "e_tot_ha": -1963.83984,
  "smiles": "O=[N+]([O-])OOO[C@H](Cl)C(O)(Cl)Cl",
  "molar_mass_g_mol": 242.40,
  "lumo_energy_ev": -0.6
}